1.
The following is a DFT calculation (ωB97M-V/def2-TZVPD) of C41H71BN8O2RuS3SbSi3 as an isolated structure at a distorted geometry.

```
131
Properties=species:S:1:pos:R:3:lowdin_charge:R:1
Ru -1.255 -1.269 -0.285 0.3185
C -1.402 1.494 -5.066 -0.0371
C -0.470 1.861 -3.959 -0.2159
C 0.497 2.805 -4.063 0.0871
C 1.367 3.110 -2.970 -0.1833
N 1.269 2.473 -1.839 0.2123
N 0.303 1.530 -1.753 0.0026
B 0.182 0.910 -0.381 -0.6192
N -0.512 1.822 0.612 0.0081
N -0.788 3.088 0.249 0.2212
C -1.131 3.905 1.205 -0.1832
C -1.149 3.472 2.572 0.0932
C -0.915 2.177 2.919 -0.2213
C -0.944 1.658 4.319 -0.0195
C -0.660 1.296 1.825 -0.5576
S -0.551 -0.399 1.867 0.7379
C -1.546 5.314 0.831 -0.5494
C -0.881 6.324 1.775 -0.0348
C -1.140 5.627 -0.607 -0.0531
C -3.072 5.396 0.974 -0.0249
N 1.575 0.470 0.069 -0.0374
N 2.213 1.411 0.801 0.2080
C 3.482 1.240 1.026 -0.1910
C 4.178 0.134 0.458 0.0805
C 3.524 -0.817 -0.257 -0.2355
C 4.203 -2.010 -0.845 -0.0292
C 2.107 -0.652 -0.405 -0.6045
S 1.074 -1.806 -1.111 0.7647
C 4.195 2.238 1.920 -0.5432
C 4.684 1.485 3.166 -0.0281
C 3.253 3.364 2.339 -0.0449
C 5.396 2.828 1.169 -0.0242
C -0.558 1.199 -2.691 -0.5610
S -1.704 0.013 -2.318 0.8587
C 2.441 4.171 -3.109 -0.5458
C 3.195 4.350 -1.796 -0.0542
C 3.419 3.731 -4.207 -0.0281
C 1.781 5.499 -3.508 -0.0230
H -1.121 1.997 -5.988 0.0918
H -2.426 1.771 -4.809 0.0990
H -1.393 0.416 -5.228 0.0805
H 0.629 3.330 -4.999 0.1316
H -1.380 4.194 3.343 0.1315
H -1.357 2.398 4.999 0.0945
H 0.065 1.406 4.652 0.0978
H -1.541 0.746 4.377 0.0767
H 0.202 6.190 1.807 0.0935
H -1.267 6.263 2.793 0.0809
H -1.082 7.334 1.420 0.0960
H -0.061 5.537 -0.734 0.0673
H -1.432 6.650 -0.845 0.0967
H -1.621 4.958 -1.320 0.0832
H -3.395 5.156 1.989 0.0877
H -3.568 4.710 0.285 0.0921
H -3.410 6.408 0.751 0.0974
H 5.243 0.041 0.622 0.1317
H 5.270 -1.988 -0.636 0.0943
H 4.052 -2.046 -1.925 0.0968
H 3.777 -2.927 -0.439 0.0618
H 3.848 1.034 3.705 0.0894
H 5.187 2.178 3.840 0.0968
H 5.395 0.697 2.914 0.0845
H 2.402 2.985 2.906 0.0756
H 2.865 3.903 1.474 0.0739
H 3.799 4.067 2.969 0.0954
H 6.150 2.074 0.936 0.0846
H 5.877 3.584 1.791 0.0982
H 5.089 3.306 0.239 0.0720
H 3.693 3.427 -1.498 0.0662
H 2.526 4.642 -0.986 0.0758
H 3.950 5.127 -1.920 0.0988
H 3.888 2.778 -3.956 0.0935
H 4.206 4.476 -4.317 0.0966
H 2.931 3.627 -5.177 0.0843
H 1.065 5.827 -2.755 0.0749
H 1.263 5.432 -4.465 0.0849
H 2.547 6.269 -3.606 0.0985
C -3.811 -3.042 -4.904 0.0197
N -2.880 -3.406 -3.833 -0.0249
C -1.947 -4.357 -4.017 -0.0144
C -1.076 -4.698 -3.040 0.0336
C -1.172 -3.981 -1.825 -0.5254
O -0.446 -4.394 -0.829 -0.3640
N -2.008 -2.946 -1.655 0.0312
C -2.942 -2.657 -2.651 -0.5624
O -3.804 -1.819 -2.513 -0.0102
H -3.907 -3.890 -5.577 0.0993
H -3.443 -2.173 -5.446 0.1030
H -4.775 -2.801 -4.467 0.1004
H -1.971 -4.865 -4.972 0.1466
H -0.371 -5.504 -3.151 0.1280
C -2.758 -5.747 3.281 -0.1953
Si -2.292 -5.765 1.484 0.4304
C -1.041 -7.061 1.021 -0.1979
C -3.743 -5.826 0.326 -0.1945
Sb -0.907 -3.573 1.000 1.2339
Si -3.410 -1.380 0.924 0.4093
C -3.803 0.445 0.690 -0.1928
C -3.412 -1.819 2.753 -0.2446
C -4.739 -2.433 0.153 -0.1978
Si 1.406 -4.153 2.092 0.3995
C 2.224 -2.568 2.619 -0.2136
C 2.305 -5.108 0.779 -0.2008
C 1.012 -5.132 3.626 -0.2107
H -3.441 -6.574 3.491 0.0519
H -3.269 -4.827 3.559 0.0150
H -1.888 -5.865 3.926 0.0255
H -1.574 -8.008 0.899 0.0514
H -0.269 -7.208 1.773 0.0221
H -0.563 -6.827 0.069 0.0294
H -4.002 -6.872 0.144 0.0504
H -3.521 -5.373 -0.641 0.0197
H -4.616 -5.328 0.745 0.0357
H -3.329 1.055 1.459 0.0181
H -4.888 0.546 0.797 0.0516
H -3.536 0.828 -0.295 0.0008
H -2.503 -1.578 3.299 -0.0149
H -3.633 -2.881 2.874 -0.0027
H -4.234 -1.282 3.236 0.0510
H -5.261 -1.889 -0.632 0.0365
H -5.454 -2.716 0.929 0.0487
H -4.342 -3.341 -0.297 -0.0107
H 2.197 -1.812 1.840 -0.0162
H 3.266 -2.749 2.893 0.0529
H 1.714 -2.159 3.493 0.0351
H 2.209 -4.631 -0.196 0.0091
H 1.919 -6.124 0.694 0.0344
H 3.364 -5.169 1.044 0.0491
H 0.427 -4.527 4.323 0.0415
H 1.945 -5.395 4.130 0.0511
H 0.471 -6.057 3.440 0.0081
```

Kohn-Sham gap (spin up / spin down) (eV): 6.869 / 6.708
E_HOMO (spin up / spin down) (eV): -12.29 / -12.57
Maximum force (hartree/bohr): 0.020
Total charge: +2
Spin multiplicity: 2
ΔE to the lowest compared entry with this formula, charge and spin (kcal/mol): 0.0

=====

2.
The following is a DFT calculation (ωB97M-V/def2-TZVPD) of an isolated molecule of C3H3NO at a distorted geometry.

```
8
Properties=species:S:1:pos:R:3:lowdin_charge:R:1
C -0.162 0.450 -0.903 -0.1671
C -0.907 -0.322 -0.077 -0.1702
O -0.161 -0.750 0.896 0.0257
C 1.025 -0.076 0.766 -0.1575
N 1.028 0.619 -0.327 0.0721
H -0.574 0.933 -1.847 0.1317
H -1.922 -0.804 -0.112 0.1438
H 1.672 -0.050 1.604 0.1217
```

Kohn-Sham gap (eV): 10.411
E_HOMO (eV): -9.36
Maximum force (hartree/bohr): 0.073
Total charge: 0
ΔE to the lowest compared entry with this formula, charge and spin (kcal/mol): 10.2

=====

3.
The following is a DFT calculation (ωB97M-V/def2-TZVPD) of an isolated ion of composition C6H6IN4 and charge +1 at a distorted geometry.

```
17
Properties=species:S:1:pos:R:3:lowdin_charge:R:1
C 1.162 1.715 0.723 -0.0022
N 0.069 0.796 0.633 -0.0643
C -0.890 0.767 1.548 -0.0595
N -1.758 -0.218 1.778 0.1586
C -1.679 -1.220 0.919 0.0436
C -0.828 -1.233 -0.172 -0.2722
N -0.712 -2.198 -1.095 0.1347
C 0.252 -1.811 -1.997 -0.1697
C 0.690 -0.527 -1.832 -0.5443
I 1.770 0.886 -3.003 0.9408
N -0.021 -0.107 -0.379 0.0792
H 1.744 1.694 1.664 0.1227
H 0.845 2.704 0.683 0.0794
H 1.931 1.604 -0.160 0.0828
H -1.034 1.703 2.241 0.2038
H -2.142 -2.039 1.271 0.1103
H 0.602 -2.517 -2.820 0.1563
```

Kohn-Sham gap (spin up / spin down) (eV): 7.324 / 7.323
E_HOMO (spin up / spin down) (eV): -13.03 / -13.03
Maximum force (hartree/bohr): 0.085
Total charge: +1

=====

4.
The following is a DFT calculation (ωB97M-V/def2-TZVPD) of C18H32BN6OPS4SiV as an isolated structure.

```
65
Properties=species:S:1:pos:R:3:lowdin_charge:R:1
V -0.089 0.244 0.467 0.3202
S -0.563 1.923 2.338 -0.0327
S -1.493 3.433 1.265 -0.1946
S -0.071 3.975 -0.099 -0.2388
S 0.261 2.250 -1.227 -0.0685
B -2.832 -0.948 2.393 -0.4599
N -1.449 -1.686 2.550 -0.0603
C -1.209 -2.693 3.401 -0.1220
C 0.094 -3.133 3.215 -0.0945
C 0.581 -2.312 2.191 -0.1873
N -0.354 -1.444 1.811 -0.0255
N -3.080 -0.502 0.917 -0.0777
C -4.289 -0.552 0.329 -0.1294
C -4.190 -0.023 -0.945 -0.0823
C -2.839 0.332 -1.059 -0.1683
N -2.188 0.043 0.061 -0.0445
H -3.678 -1.796 2.621 0.0615
H -2.903 -0.027 3.165 0.0413
H -1.994 -3.038 4.055 0.1069
H 0.600 -3.939 3.722 0.0720
H 1.528 -2.298 1.673 0.1045
H -5.123 -0.971 0.869 0.1036
H -4.970 0.087 -1.679 0.0745
H -2.293 0.794 -1.865 0.0795
C 3.679 1.046 -1.631 -0.0676
C 2.831 0.007 -2.319 -0.3777
C 3.103 -0.406 -3.622 -0.0979
C 2.269 -1.391 -4.153 -0.1304
C 1.236 -1.909 -3.415 -0.0658
C 0.996 -1.437 -2.080 -0.4557
N 1.841 -0.490 -1.588 0.0955
N 0.002 -1.816 -1.279 -0.0508
Si -1.003 -3.147 -1.615 0.3594
C -0.011 -4.728 -1.997 -0.1923
C -2.083 -3.604 -0.154 -0.1605
C -2.189 -2.901 -3.074 -0.1790
H 4.299 0.562 -0.869 0.0558
H 3.019 1.757 -1.134 0.0199
H 4.333 1.566 -2.336 0.0616
H 3.914 0.037 -4.188 0.0755
H 2.424 -1.744 -5.170 0.0840
H 0.577 -2.652 -3.851 0.0585
H 0.802 -4.843 -1.271 0.0197
H 0.437 -4.720 -2.994 0.0032
H -0.662 -5.608 -1.924 0.0097
H -1.483 -3.895 0.713 0.0187
H -2.729 -4.447 -0.429 0.0241
H -2.722 -2.773 0.150 0.0099
H -1.663 -2.706 -4.014 0.0081
H -2.848 -2.052 -2.871 0.0075
H -2.813 -3.794 -3.208 0.0136
C 4.309 -0.245 2.439 -0.1742
P 2.763 0.700 2.436 0.5272
C 3.224 2.434 2.532 -0.1722
C 2.000 0.294 4.016 -0.1855
O 1.977 0.422 1.207 -0.4579
H 4.990 0.117 3.213 0.0422
H 4.782 -0.153 1.460 0.0382
H 4.086 -1.298 2.617 0.0457
H 3.830 2.654 3.414 0.0437
H 2.288 3.000 2.556 0.0321
H 3.763 2.709 1.623 0.0543
H 2.716 0.460 4.828 0.0483
H 1.687 -0.751 4.010 0.0351
H 1.122 0.926 4.147 -0.0019
```

Kohn-Sham gap (spin up / spin down) (eV): 4.894 / 5.105
E_HOMO (spin up / spin down) (eV): -0.46 / -0.67
Maximum force (hartree/bohr): 0.010
Total charge: -2
Spin multiplicity: 4
ΔE to the lowest compared entry with this formula, charge and spin (kcal/mol): 4.2

=====

Question: Look up the total charge of the fourth one.
Answer: -2